C6H11N2O2P | ωB97M-V with the def2-TZVPD basis set

Structure (XYZ):
```
22
Properties=species:S:1:pos:R:3:mulliken_charge:R:1
C 2.8089 0.0603 1.5615 -0.38
C 1.4619 -0.1788 1.6371 -0.45
C 2.1377 -0.4606 -0.3838 0.37
C 2.1790 -0.6439 -1.8263 -0.89
C -2.1057 1.3236 -0.7243 -0.35
C -2.6569 0.0896 0.0406 -0.61
N 3.2099 -0.0049 0.2652 -0.67
N 1.0669 -0.4909 0.4162 0.04
O -2.0530 2.5666 -0.0582 -0.53
O -1.9147 -2.0425 1.3157 -0.39
P -1.5551 -1.5227 -0.1675 0.55
H 3.6457 0.3479 2.2177 0.40
H 0.7172 0.2352 2.3824 0.28
H 2.6138 0.3482 -2.3085 0.21
H 3.0589 -1.3708 -2.0284 0.29
H 1.2270 -1.0967 -2.2304 0.20
H -2.4633 1.3244 -1.7076 0.39
H -1.0301 1.0520 -0.8359 0.18
H -3.7439 -0.2041 -0.0960 0.46
H -2.4044 0.2689 1.1684 0.27
H -2.7922 3.1579 -0.2433 0.30
H -1.4077 -2.7589 1.6055 0.34
```

Properties
- E_tot (eV) = -22760.35925
- 2S+1 = 1
- HOMO level (alpha / beta) (eV) = -7.019 / -7.019
- energy above the lowest of the compared OMol25 structures with the same formula, charge and spin (eV) = 3.574